Version a
This record from the Open Molecules 2025 dataset describes 2 unconnected molecules or ions with the total composition C3H6N2S. The level of theory is wB97M-V/def2-TZVPD.

Atoms and positions in Å:
S -2.577 0.193 0.006
N -1.640 -1.063 0.251
N 0.239 2.383 -0.041
C 0.430 1.171 0.296
C 1.016 -0.015 -0.482
C 1.040 -1.297 -0.008
H 0.632 2.705 -0.927
H -2.138 -1.659 0.946
H 1.525 0.335 -1.311
H 0.398 -1.543 0.851
H 1.170 -2.143 -0.695
H -0.094 0.935 1.115

HOMO (spin up / spin down)	-8.75 / -8.69	eV
gap between HOMO and LUMO (spin up / spin down)	7.232 / 7.200	eV
SMILES string	[H]/N=C\C=C.N=S

---

Version b
This record from the Open Molecules 2025 dataset describes a single C3H6N2S molecule. The level of theory is wB97M-V/def2-TZVPD.

Atoms and positions in Å:
S -1.160 1.548 -0.181
N -1.730 -1.508 0.318
N -0.830 -0.620 0.738
C 0.662 1.580 -0.414
C 0.517 -0.757 0.415
C 1.307 0.256 0.036
H 1.180 2.205 0.334
H -1.500 -2.174 -0.393
H 0.947 -1.827 0.512
H -2.627 -0.955 0.156
H 0.831 1.927 -1.386
H 2.403 0.325 -0.135

HOMO (spin up / spin down)	-7.80 / -7.92	eV
gap between HOMO and LUMO (spin up / spin down)	7.257 / 7.535	eV

---

Least stable: version a